# C9H18N3S

A 2-piece molecular cluster, C9H18N3S overall in a non-equilibrium geometry (ωB97M-V/def2-TZVPD, the Open Molecules 2025 dataset).

Structure (XYZ):
```
31
C9H18N3S | the Open Molecules 2025 dataset | ωB97M-V/def2-TZVPD
C -2.86438 -1.37978 0.88062
C -3.56872 -0.46555 0.18994
C -1.41318 0.06956 -0.03113
C 0.83888 2.58906 1.79749
C 1.17288 2.32008 -1.00956
C -3.09072 1.69206 -1.06207
C 1.79501 -0.63134 -0.95920
C 2.05679 -2.18735 -0.76111
C 1.93849 0.10106 0.36792
N -1.51888 -1.00974 0.76874
N -2.67344 0.44427 -0.30506
N 1.32846 -2.72671 0.35216
S 0.84197 1.51426 0.39249
H -3.21387 -2.00258 1.67423
H -4.57981 -0.18641 0.26379
H 0.40316 2.15696 2.72559
H 0.64243 3.56950 1.41327
H 0.74074 3.23897 -0.86994
H 1.40916 1.92416 -2.06937
H -4.15310 1.74007 -1.16517
H -2.61723 2.49115 -0.43788
H -2.58289 1.66212 -2.03419
H 2.49619 -0.35640 -1.70778
H 0.71986 -0.41042 -1.24775
H 3.18740 -2.36440 -0.58553
H 1.68277 -2.52800 -1.83729
H 2.96676 0.39871 0.57031
H 1.57586 -0.56332 1.08546
H 1.99718 -3.22284 0.99241
H 0.43361 -3.33304 0.29314
H -0.74183 -1.36926 1.33286
```

Its total charge is +1. Its energy above the lowest of the compared OMol25 structures with the same formula, charge and spin is 604.3 kJ/mol. The spin multiplicity is 1. Its HOMO-LUMO gap (alpha / beta) is 7.00 / 7.16 eV.


# C9H18NO4

A 2-piece molecular cluster, C9H18NO4 overall in a non-equilibrium geometry (ωB97M-V/def2-TZVPD, the Open Molecules 2025 dataset).

Structure (XYZ):
```
32
C9H18NO4 | the Open Molecules 2025 dataset | ωB97M-V/def2-TZVPD
C 0.09582 -0.93011 0.51859
C 1.16538 -0.72676 -0.24495
C 2.01940 0.50547 0.09038
C 1.72967 -1.63569 -1.31244
C -0.35775 -3.34182 1.20599
C -1.04061 3.05048 0.59759
C 4.08809 1.47601 -0.04695
C -4.16211 0.82750 -0.75438
C -0.79913 -2.17169 0.36467
N -1.76274 1.25247 -0.62334
O 1.51023 1.43269 0.60943
O -2.12631 2.33601 0.01359
O 3.27279 0.36562 -0.30062
O -2.72814 0.50494 -0.99138
H -0.09341 -0.21093 1.38173
H 2.54144 -2.21917 -0.80940
H 2.18649 -1.00034 -2.02923
H 0.84240 -2.06325 -1.71231
H -0.97360 -4.13582 1.01292
H -0.44182 -2.97085 2.26560
H 0.65752 -3.67087 0.86519
H -1.35891 3.42029 1.49951
H -0.84910 3.94801 -0.02056
H -0.25680 2.38032 0.60516
H 3.59565 2.39783 -0.04999
H 4.99574 1.46494 -0.80337
H 4.51312 1.29989 0.88567
H -4.72434 0.10347 -1.41678
H -4.26389 1.78831 -1.15531
H -4.60043 0.79170 0.21499
H -1.78802 -1.78535 0.79952
H -0.88664 -2.48330 -0.65956
```

Its total charge is +1. Its energy above the lowest of the compared OMol25 structures with the same formula, charge and spin is 721.1 kJ/mol. The spin multiplicity is 1. Its HOMO-LUMO gap (alpha / beta) is 6.10 / 6.10 eV.


# C9H18NS

A 2-piece molecular cluster, C9H18NS overall in a non-equilibrium geometry (ωB97M-V/def2-TZVPD, the Open Molecules 2025 dataset).

Structure (XYZ):
```
29
C9H18NS | the Open Molecules 2025 dataset | ωB97M-V/def2-TZVPD
C 1.02660 -2.06816 -1.25838
C 1.73812 -2.37171 -0.30630
C 1.04206 0.99048 0.81455
C -0.27676 1.08007 0.07622
C 2.55664 -2.58320 0.85402
C -2.11971 0.87139 1.74636
C 1.50372 1.25166 -1.67128
C -2.33382 0.31465 -0.75489
C -1.43018 0.22483 0.52702
N 0.89538 0.52640 -0.59786
S -3.90996 -0.79096 -0.68803
H 0.26038 -2.40801 -1.85874
H 1.52175 1.99040 0.81076
H 1.05705 0.20834 1.60707
H -0.47343 2.02163 -0.38149
H 2.59486 -1.49774 1.23784
H 3.48841 -2.92643 0.64095
H 1.95108 -3.35052 1.45182
H -2.66551 1.72395 1.46756
H -2.86120 0.13738 2.20248
H -1.47813 1.01201 2.63592
H 1.23590 2.37004 -1.60915
H 2.50660 1.01399 -1.84969
H 1.10333 0.89675 -2.63193
H -1.81676 -0.30860 -1.53383
H -2.69449 1.32968 -1.14426
H -0.92511 -0.76048 0.61534
H 1.15919 -0.46999 -0.81162
H -4.41613 0.23702 0.00202
```

Its total charge is +1. Its energy above the lowest of the compared OMol25 structures with the same formula, charge and spin is 428.7 kJ/mol. The spin multiplicity is 1. Its HOMO-LUMO gap is 9.54 eV.


# C9H18O

C9H18O in the gas phase in a non-equilibrium geometry (ωB97M-V/def2-TZVPD, the Open Molecules 2025 dataset).

Structure (XYZ):
```
28
C9H18O | the Open Molecules 2025 dataset | ωB97M-V/def2-TZVPD
C -1.20841 1.70743 0.50499
C -0.66021 0.50312 0.77149
C -1.20280 -0.34532 1.89907
C 0.73360 0.11109 0.23575
C 1.37292 1.18874 -0.64473
C 1.69688 -0.18563 1.39911
O 2.94359 -0.59834 0.86058
C 0.45634 -1.15112 -0.56474
C -1.19355 -1.03235 -1.12000
C -1.32379 -0.16158 -2.36233
H -2.24256 1.90549 0.74697
H -0.69772 2.49836 -0.01305
H -1.00730 -1.40508 1.74595
H -0.73755 -0.05430 2.84119
H -2.27818 -0.19964 1.98438
H 0.76034 1.40554 -1.51311
H 2.33829 0.82507 -0.98748
H 1.51854 2.10742 -0.08021
H 1.29126 -0.97800 2.04004
H 1.81411 0.72600 2.00386
H 3.54375 -0.77629 1.58942
H 0.48578 -2.04427 0.05688
H 1.08857 -1.22887 -1.44438
H -1.31997 -2.07916 -1.40471
H -2.07741 -0.90493 -0.49462
H -1.41212 0.89252 -2.10042
H -0.46721 -0.27842 -3.02574
H -2.21520 -0.44746 -2.92417
```

Its energy above the lowest of the compared OMol25 structures with the same formula, charge and spin is 179.1 kJ/mol. The spin multiplicity is 1. Its HOMO-LUMO gap is 9.74 eV. As for the SMILES: C=C(C)[C@@](C)(CO)CCC.


# C9H18O10Sr

C9H18O10Sr as an isolated structure in a non-equilibrium geometry (ωB97M-V/def2-TZVPD, the Open Molecules 2025 dataset).

Structure (XYZ):
```
38
C9H18O10Sr | the Open Molecules 2025 dataset | ωB97M-V/def2-TZVPD
Sr 0.16997 -0.00688 -0.13793
C -3.43467 0.09012 -1.41927
C -2.50137 -0.20429 -2.63307
O -2.97868 -0.23720 -3.78752
O -1.28701 -0.39170 -2.44379
H -3.02059 -0.21280 -0.45756
H -4.47403 -0.21846 -1.53158
H -3.38967 1.17490 -1.32276
C 2.62754 3.10991 1.33704
C 2.84961 2.24932 0.10656
O 2.66441 0.99681 0.11991
O 3.20305 2.78831 -1.00666
H 2.35978 4.15882 1.20976
H 3.49325 3.10192 1.99929
H 1.81741 2.68737 1.93140
C 2.89817 -3.28418 -2.62980
C 2.24033 -1.90741 -2.75019
O 2.49037 -1.17025 -3.76030
O 1.53913 -1.54636 -1.78619
H 2.94979 -3.82134 -3.57685
H 2.30942 -3.88631 -1.93776
H 3.83678 -3.08954 -2.11094
C -0.74452 1.44120 4.12652
C -0.67575 0.65155 2.79293
O -1.44475 0.86004 1.83132
O 0.36909 -0.00332 2.59990
H 0.16429 1.48439 4.72677
H -1.49542 1.02766 4.79975
H -1.07806 2.46322 3.94674
C -1.77489 -2.70784 1.14294
O -1.18555 -2.30049 -0.06939
H -2.77296 -2.30217 1.30841
H -1.99455 -3.77471 1.18346
H -1.12127 -2.50018 1.99015
H -1.58225 -2.69994 -0.84699
O -0.21178 2.35856 -0.76989
H -0.20022 2.45429 -1.72222
H -0.61431 3.16687 -0.45232
```

Its total charge is -2. Its energy above the lowest of the compared OMol25 structures with the same formula, charge and spin is 118.5 kJ/mol. The spin multiplicity is 1. Its HOMO-LUMO gap is 6.43 eV.


# C9H18O2SSi

C9H18O2SSi in the gas phase in a non-equilibrium geometry (ωB97M-V/def2-TZVPD, the Open Molecules 2025 dataset).

Structure (XYZ):
```
31
C9H18O2SSi | the Open Molecules 2025 dataset | ωB97M-V/def2-TZVPD
C 1.94868 0.79874 -0.61202
C -0.02521 -2.20189 0.51380
C 1.42004 -2.72908 0.82156
C 1.44524 -0.58787 -0.78105
C 0.14140 -0.67863 0.25808
C 3.29922 2.11767 0.71161
C -1.19258 2.04702 0.16169
C -3.02279 -0.37486 0.66966
C -2.39339 0.15548 -1.99340
O 1.62173 1.73176 -1.28207
O 2.71478 0.83318 0.49484
Si -1.48533 0.21087 -0.27146
S 2.59303 -1.94156 -0.23367
H -0.34171 -2.55827 -0.41261
H -0.56571 -2.49616 1.45870
H 1.75587 -2.61769 1.80822
H 1.45769 -3.79315 0.50374
H 1.13418 -0.86327 -1.80478
H 0.39172 -0.30110 1.24632
H 4.38339 2.04952 0.23028
H 3.35355 2.14847 1.74893
H 2.45232 2.73791 0.34459
H -2.28854 2.53129 0.25652
H -0.71277 2.18250 1.11248
H -0.55962 2.70571 -0.58596
H -2.88041 -0.44156 1.71848
H -3.86318 0.14032 0.47778
H -3.22960 -1.41055 0.34964
H -3.39094 -0.04883 -1.83712
H -2.24791 1.19435 -2.38140
H -1.91318 -0.54033 -2.69138
```

The spin multiplicity is 3. Its HOMO-LUMO gap (alpha / beta) is 4.52 / 7.66 eV.


| no. | calculated total energy (eV) |
| --- | --- |
| 1 | -24917.192 |
| 2 | -19292.045 |
| 3 | -21938.997 |
| 4 | -11670.721 |
| 5 | -30941.245 |
| 6 | -32427.096 |